(1)
Entry from the Open Molecules 2025 dataset: a cluster of 7 separate species, C36H71F9O18 in total (the ωB97M-V functional and the def2-TZVPD basis).

Last column: Mulliken charge in e.
CARTESIAN COORDINATES (ANGSTROEM)
C 2.62156 -30.83175 -9.62791  -1.00
C 1.74844 -29.84239 -10.29405  -0.26
O 2.52392 -28.67463 -10.39571  -0.27
C 2.42398 -27.74580 -9.33063  0.42
O 1.87091 -28.07376 -8.26477  -0.54
C 3.17720 -26.36450 -9.49778  0.83
F 2.33504 -25.38700 -9.35917  -0.23
F 4.08559 -26.32606 -8.61119  -0.22
F 3.78798 -26.25567 -10.75021  -0.26
H 2.14199 -31.79602 -9.79613  0.35
H 2.78453 -30.60452 -8.57440  0.31
H 3.54208 -30.97428 -10.19398  0.29
H 0.71072 -29.71983 -9.98386  0.35
H 1.75650 -30.04228 -11.36554  0.25
C -2.37170 -33.32419 -13.44809  -1.07
C -3.06641 -32.31169 -14.39751  -0.20
O -4.43995 -32.28921 -14.02731  -0.28
C -4.83274 -31.59614 -12.90590  0.38
O -4.06593 -30.98018 -12.21187  -0.52
C -6.36185 -31.49742 -12.72284  0.84
F -6.59602 -31.99248 -11.47132  -0.25
F -6.77656 -30.22899 -12.74708  -0.23
F -6.95412 -32.20755 -13.64426  -0.22
H -2.23241 -32.85466 -12.47431  0.31
H -1.33853 -33.52614 -13.73068  0.37
H -2.84453 -34.30546 -13.40750  0.30
H -2.97804 -32.77697 -15.37924  0.25
H -2.68111 -31.29555 -14.48178  0.31
C 7.35346 -31.87184 -0.52282  -1.08
C 6.49851 -31.91594 -1.79511  -0.22
O 5.28712 -31.29057 -1.48927  -0.22
C 4.38840 -31.05600 -2.58177  0.37
O 4.62433 -31.37500 -3.73023  -0.49
C 2.95392 -30.55950 -2.14152  0.79
F 2.79912 -30.70295 -0.84708  -0.23
F 2.74932 -29.20675 -2.44346  -0.25
F 2.02222 -31.31623 -2.69197  -0.22
H 7.09889 -32.67806 0.16514  0.31
H 7.17688 -30.96864 0.06127  0.31
H 8.41574 -31.95669 -0.75182  0.33
H 6.13997 -32.92067 -2.01891  0.28
H 6.95709 -31.49053 -2.68776  0.32
C 2.43309 -21.48152 -14.29887  -0.74
O 3.31384 -20.54903 -13.77132  -0.29
C 4.25471 -19.97150 -14.67022  -0.37
C 4.69970 -18.65570 -14.06181  -0.52
O 5.97724 -18.30057 -14.53999  -0.22
C 6.56389 -17.09424 -14.05131  -0.63
C 8.05864 -16.92273 -14.42571  -0.58
O 8.54375 -16.59177 -15.75749  -0.38
C 7.79804 -16.92246 -16.88451  -0.53
H 1.89818 -21.96333 -13.48044  0.24
H 3.08927 -22.27499 -14.65656  0.31
H 1.71449 -21.05729 -15.00012  0.29
H 3.74991 -19.83014 -15.62588  0.28
H 5.09269 -20.66570 -14.73313  0.28
H 4.66361 -18.70521 -12.97354  0.32
H 3.99272 -17.86450 -14.31136  0.28
H 6.49130 -17.05793 -12.96434  0.45
H 6.05068 -16.15953 -14.27724  0.39
H 8.64323 -17.79636 -14.13741  0.35
H 8.41903 -16.16596 -13.72893  0.33
H 8.01646 -16.37899 -17.80376  0.27
H 6.78924 -16.57935 -16.65494  0.23
H 7.90418 -17.99163 -17.06807  0.24
C -4.36854 -30.18650 -5.19563  -0.72
O -4.90836 -29.61520 -3.98541  -0.33
C -5.84362 -30.44362 -3.35216  -0.40
C -6.20182 -29.87324 -1.99010  -0.44
O -6.80562 -30.96974 -1.24252  -0.32
C -6.69046 -30.70512 0.13333  -0.61
C -7.89896 -31.28237 0.85523  -0.52
O -9.07833 -30.62791 0.54396  -0.35
C -9.13804 -29.38104 1.17181  -0.73
H -3.76113 -29.42308 -5.68181  0.26
H -5.16355 -30.34745 -5.92375  0.30
H -3.92710 -31.16461 -5.00457  0.30
H -5.30707 -31.37670 -3.18010  0.29
H -6.75523 -30.59895 -3.92915  0.28
H -6.81858 -28.97453 -1.98700  0.30
H -5.28430 -29.51293 -1.52488  0.36
H -6.44800 -29.69594 0.46628  0.43
H -5.81110 -31.27985 0.42400  0.34
H -7.59904 -31.19093 1.89916  0.39
H -8.06418 -32.31974 0.56421  0.31
H -8.32109 -28.72080 0.88059  0.28
H -9.27307 -29.36464 2.25328  0.29
H -10.00799 -28.83453 0.80764  0.29
C 5.59579 -13.32001 -6.47527  -0.80
O 5.16968 -14.10412 -7.61703  -0.35
C 3.74650 -14.47743 -7.47591  -0.45
C 3.38192 -15.65762 -8.41696  -0.33
O 2.06886 -16.08295 -8.11221  -0.34
C 1.60252 -17.36462 -8.52519  -0.59
C 2.28480 -18.56873 -7.84458  -0.52
O 2.52346 -18.23357 -6.46915  -0.25
C 2.83032 -19.35467 -5.73258  -0.82
H 4.83560 -12.56812 -6.26349  0.32
H 6.49074 -12.71320 -6.61283  0.29
H 5.73553 -13.85489 -5.53586  0.32
H 2.95255 -13.74158 -7.60344  0.29
H 3.66831 -14.73560 -6.41982  0.32
H 4.09758 -16.47074 -8.29548  0.26
H 3.47999 -15.43309 -9.47907  0.33
H 1.87142 -17.55991 -9.56329  0.32
H 0.53171 -17.42292 -8.33011  0.38
H 3.24732 -18.70880 -8.33655  0.36
H 1.54728 -19.34075 -8.06400  0.39
H 1.97293 -20.01438 -5.59924  0.31
H 3.23896 -19.07433 -4.76174  0.25
H 3.55010 -20.03609 -6.18612  0.32
C 6.79071 -33.96928 -14.24058  -0.73
O 5.66497 -34.73005 -13.71364  -0.39
C 5.30261 -35.80328 -14.52883  0.22
C 4.44549 -36.84461 -13.91167  -0.59
O 3.66726 -37.48906 -14.93355  -0.44
C 4.13391 -38.77341 -15.49436  -0.75
C 5.34816 -38.55783 -16.30578  -0.37
O 6.55925 -38.51300 -15.56461  -0.34
C 7.73964 -38.26182 -16.28703  -0.77
H 6.60222 -33.33741 -15.10852  0.29
H 7.66733 -34.60740 -14.35219  0.31
H 7.09746 -33.28756 -13.44733  0.28
H 6.21101 -36.31913 -14.83996  -0.13
H 4.86576 -35.46165 -15.46719  0.31
H 3.93893 -36.58566 -12.98190  0.41
H 5.16735 -37.60063 -13.60273  0.27
H 3.34496 -39.40914 -15.89621  0.39
H 4.50841 -39.37640 -14.66716  0.34
H 5.21488 -37.65504 -16.90186  0.28
H 5.44248 -39.42503 -16.95938  0.53
H 7.62436 -37.30286 -16.79217  0.33
H 7.91589 -39.09609 -16.96603  0.32
H 8.57657 -38.19387 -15.59202  0.22

Output
SMILES string = CCOC(=O)C(F)(F)F.CCOC(=O)C(F)(F)F.CCOC(=O)C(F)(F)F.COCCOCCOC.COCCOCCOC.COCCOCCOC.COCCOCCOC
HOMO = -9.5 eV
Kohn-Sham gap = 0.36331 hartree
2S+1 = 1

***

(2)
Entry from the Open Molecules 2025 dataset: a structure of composition C39H51ClIrN5O4P (the ωB97M-V functional and the def2-TZVPD basis).

Last column: Löwdin spin population.
CARTESIAN COORDINATES (ANGSTROEM)
Ir -0.21872 -0.36368 0.33962  0.00
C 2.11569 -0.95271 2.98920  0.00
O 1.44565 0.01224 2.19270  0.00
C 1.51812 1.32710 2.73583  0.00
C 0.64982 2.26380 1.88662  0.00
O -0.61307 1.69540 1.57570  0.00
C -1.54181 1.65512 2.66609  0.00
C -2.51331 0.49791 2.42002  0.00
O -1.80467 -0.71169 2.16994  0.00
C -1.50075 -1.46773 3.33967  0.00
H 3.16755 -0.67579 3.12556  0.00
H 2.04380 -1.90804 2.46853  0.00
H 1.65777 -1.04796 3.97962  0.00
H 2.54969 1.69490 2.70742  0.00
H 1.20360 1.31355 3.78650  0.00
H 1.13046 2.43842 0.91907  0.00
H 0.52206 3.22034 2.40369  0.00
H -2.08187 2.60728 2.71935  0.00
H -1.01910 1.48934 3.61117  0.00
H -3.12277 0.68527 1.52990  0.00
H -3.18063 0.38024 3.27872  0.00
H -2.42296 -1.82689 3.80719  0.00
H -0.93490 -0.89327 4.07687  0.00
H -0.90939 -2.31926 3.01162  0.00
N -1.48056 -1.31869 -2.43608  0.00
P -2.17088 -0.31945 -1.23533  0.00
C -3.68074 -1.34401 -0.86950  0.00
C -4.91531 -1.03496 -1.42466  0.00
C -6.01038 -1.83178 -1.13015  0.00
C -5.86153 -2.92848 -0.30157  0.00
C -4.63287 -3.22816 0.26455  0.00
C -3.52562 -2.44832 -0.03611  0.00
C -2.91892 1.07178 -2.15132  0.00
C -3.22692 2.22115 -1.41715  0.00
C -3.97835 3.23519 -1.99201  0.00
C -4.42388 3.10944 -3.29903  0.00
C -4.09707 1.98237 -4.04285  0.00
C -3.36356 0.95494 -3.46894  0.00
C -0.50615 -2.24504 -2.18798  0.00
C -0.11215 -3.14866 -3.18688  0.00
C 0.83425 -4.10349 -2.89301  0.00
C 1.39496 -4.12960 -1.61467  0.00
C 0.98283 -3.18734 -0.69562  0.00
N 0.05931 -2.26066 -0.96830  0.00
H -1.91468 -1.37812 -3.35268  0.00
H -5.05311 -0.18429 -2.06963  0.00
H -6.97235 -1.58239 -1.55901  0.00
H -6.71128 -3.56618 -0.10513  0.00
H -4.53259 -4.07317 0.92780  0.00
H -2.55931 -2.69171 0.39179  0.00
H -2.87396 2.32092 -0.39977  0.00
H -4.24129 4.10468 -1.41024  0.00
H -5.04828 3.87510 -3.73467  0.00
H -4.43960 1.88086 -5.06228  0.00
H -3.17235 0.06887 -4.05661  0.00
H -0.56517 -3.09322 -4.16282  0.00
H 1.13309 -4.83040 -3.63064  0.00
H 2.13364 -4.87116 -1.34931  0.00
H 1.38561 -3.17036 0.30892  0.00
C 8.00711 0.96917 -2.84056  0.00
C 7.03027 1.99748 -2.27732  0.00
C 7.80122 3.24485 -1.84620  0.00
C 6.08892 2.40808 -3.44488  0.00
C 6.09704 1.45664 -1.12165  0.00
O 5.13235 2.40890 -0.78159  0.00
C 6.87129 1.15830 0.21730  0.02
C 7.94235 0.06478 0.21214  0.05
C 7.62083 -1.24081 0.85229  0.22
C 8.02618 -2.44304 0.24068  0.05
C 7.84599 -3.65363 0.86669  0.07
C 7.26394 -3.70473 2.14766  0.23
Cl 7.07823 -5.18936 2.94451  0.20
C 6.86830 -2.50842 2.77684  0.07
C 7.04468 -1.30627 2.13580  0.06
C 5.29172 0.18535 -1.56555  0.00
N 3.86990 0.33695 -1.37240  0.00
C 3.02978 -0.29282 -0.54575  0.00
N 1.80108 0.18824 -0.71532  0.00
C 1.95833 1.13855 -1.67519  0.00
N 3.19023 1.23107 -2.08330  0.00
H 8.15525 1.17633 -3.90046  0.00
H 7.64568 -0.05374 -2.77633  0.00
H 8.99757 1.05703 -2.39974  0.00
H 8.40841 3.58355 -2.68511  0.00
H 8.49932 3.05344 -1.03222  0.00
H 7.15327 4.07660 -1.57061  0.00
H 6.63930 3.03698 -4.13744  0.00
H 5.22630 2.95865 -3.07953  0.00
H 5.74048 1.53881 -3.99257  0.00
H 5.51495 3.29741 -0.78123  0.00
H 6.09018 0.93205 0.94745  0.00
H 7.31864 2.10630 0.51282  0.00
H 8.80235 0.45554 0.77491  0.03
H 8.32457 -0.10799 -0.79171  0.00
H 8.49966 -2.42071 -0.73058  0.00
H 8.18225 -4.56695 0.40176  0.00
H 6.47273 -2.54272 3.77937  0.00
H 6.80075 -0.38916 2.65126  0.00
H 5.62838 -0.69902 -1.02352  0.00
H 5.44252 0.02882 -2.63503  0.00
H 3.30807 -1.07517 0.13187  0.00
H 1.16387 1.75646 -2.04671  0.00

Output
Total charge = +4
HOMO (alpha / beta) = -18.2 / -18.2 eV
Expectation value of S² = 0.766
Kohn-Sham gap (alpha / beta) = 0.21249 / 0.18705 hartree
2S+1 = 2

***

(3)
Entry from the Open Molecules 2025 dataset: a structure of composition C27H40N2OOsSSi2 (the ωB97M-V functional and the def2-TZVPD basis).

Last column: Mulliken charge in e.
CARTESIAN COORDINATES (ANGSTROEM)
Os -0.14126 0.29203 -0.97734  0.31
C 2.36028 3.59860 -0.69745  -1.04
Si 2.68137 2.06348 -1.70476  0.55
C 4.52796 1.77107 -1.79549  -1.12
C 1.88469 2.19720 -3.39646  -1.04
C 1.92581 0.46979 -0.89060  2.27
C 2.04718 0.35868 0.56116  -1.25
C 3.16077 0.32252 1.38314  -0.63
C 2.96388 0.22066 2.75193  -0.79
C 1.66970 0.16906 3.26709  -1.14
C 0.60357 0.19480 2.39261  -0.53
N 0.80505 0.27000 1.07544  0.34
Si 2.30942 -1.18377 -1.75800  0.21
C 3.96101 -1.95782 -1.40514  -1.10
C 0.93238 -2.23641 -0.97227  -1.68
C 1.88839 -1.11446 -3.57526  -1.02
H 3.07561 4.36727 -0.99935  0.52
H 2.47110 3.44852 0.37896  0.35
H 1.36086 3.98606 -0.89007  0.16
H 4.97422 2.60583 -2.34365  0.45
H 4.78979 0.85275 -2.32326  0.27
H 4.99663 1.75470 -0.80976  0.29
H 1.87134 3.23878 -3.72519  0.48
H 0.84787 1.85269 -3.38657  0.17
H 2.42666 1.63089 -4.15285  0.37
H 4.15410 0.37327 0.95897  0.58
H 3.81251 0.17894 3.42207  0.52
H 1.49258 0.10405 4.33061  0.54
H -0.42216 0.15693 2.73894  0.69
H 4.21927 -1.95431 -0.34510  0.40
H 4.76727 -1.47350 -1.95755  0.37
H 3.92703 -2.99978 -1.73538  0.43
H 1.07655 -2.37725 0.09760  0.26
H 0.89426 -3.22243 -1.43977  0.72
H -0.09203 -1.83038 -1.12974  0.53
H 2.62650 -0.55755 -4.15276  0.28
H 0.90656 -0.67441 -3.76861  0.27
H 1.87518 -2.13276 -3.97272  0.48
C -2.44504 3.49798 -0.93436  -1.57
C -1.46928 2.70736 -0.08294  1.47
C -0.79536 3.58452 0.96458  -1.41
O -0.49243 2.09429 -0.95634  -0.08
H -3.14847 4.02314 -0.28903  0.42
H -3.00010 2.84691 -1.61260  0.34
H -1.90252 4.23428 -1.52796  0.43
H -2.00298 1.91768 0.45087  -0.52
H -0.40512 4.49699 0.51408  0.41
H 0.02635 3.04899 1.44139  0.24
H -1.52657 3.86130 1.72326  0.43
N -2.13190 -0.40465 -0.96541  -0.47
S -3.23675 -1.48196 -0.38735  -0.24
C -3.79932 -0.79412 1.17840  0.89
C -4.16447 0.54659 1.16569  -0.66
C -4.61984 1.13284 2.33574  -0.55
C -4.74251 0.37324 3.49246  -0.61
C -4.42279 -0.97702 3.47881  -0.66
C -3.95439 -1.57508 2.31613  -0.44
C -2.28240 -2.87278 0.14814  0.49
C -1.36785 -2.78199 1.19188  -0.10
C -0.69463 -3.92270 1.58777  -0.77
C -0.91680 -5.13098 0.93163  -0.63
C -1.81787 -5.20429 -0.12086  -0.71
C -2.51953 -4.07186 -0.51114  -0.31
H -2.62153 0.14496 -1.67006  0.30
H -4.10895 1.12933 0.25433  0.54
H -4.89108 2.18018 2.33899  0.47
H -5.10366 0.83160 4.40333  0.44
H -4.53877 -1.57457 4.37286  0.46
H -3.72215 -2.63029 2.31024  0.46
H -1.19020 -1.83528 1.68582  0.63
H 0.00086 -3.87372 2.41571  0.51
H -0.38912 -6.02114 1.24713  0.45
H -1.99196 -6.14280 -0.62880  0.47
H -3.24274 -4.12067 -1.31584  0.45

Output
Total charge = +2
HOMO (alpha / beta) = -14.7 / -14.7 eV
Kohn-Sham gap (alpha / beta) = 0.24903 / 0.25082 hartree
2S+1 = 1

***

How do the records compare in energy above the lowest of the compared OMol25 structures with the same formula, charge and spin? In the order shown, they have 502.9 352.8 200.0 kJ/mol.
How do the records compare in strongest force on any atom? In the order shown, they have 5.76 2.47 4.58 eV/Å.